Formula: C87H186N10O11
Source: the Open Molecules 2025 dataset
Level of theory: ωB97M-V/def2-TZVPD

```
294
Properties=species:S:1:pos:R:3
C 10.541 17.095 30.636
C 11.672 16.969 31.800
C 13.003 16.895 31.099
C 11.702 18.241 32.670
C 10.679 18.306 33.788
C 10.796 17.052 34.588
C 10.626 15.727 33.767
C 10.968 14.529 34.676
C 9.166 15.600 33.237
N 11.539 15.797 32.652
O 11.289 14.623 31.783
H 11.047 17.733 29.903
H 10.373 16.115 30.252
H 9.657 17.556 31.035
H 13.009 16.067 30.355
H 13.153 17.777 30.499
H 13.794 16.739 31.831
H 12.703 18.432 33.027
H 11.478 19.007 31.947
H 10.886 19.205 34.360
H 9.682 18.371 33.351
H 10.000 17.054 35.339
H 11.683 17.004 35.217
H 10.279 14.545 35.542
H 11.984 14.544 35.104
H 10.816 13.639 34.065
H 8.379 15.439 33.983
H 9.150 14.699 32.632
H 8.830 16.381 32.524
H 12.122 14.177 31.880
C 2.175 18.690 30.732
C 3.340 18.017 29.933
C 2.624 17.454 28.633
C 4.422 19.036 29.562
C 5.472 19.381 30.630
C 6.055 18.129 31.137
C 4.988 17.162 31.701
C 5.636 15.792 32.100
C 4.359 17.732 33.018
N 3.981 16.891 30.616
O 3.024 15.950 31.187
H 2.532 19.435 31.464
H 1.533 19.291 30.058
H 1.648 17.890 31.278
H 3.314 16.876 28.024
H 1.679 16.984 28.861
H 2.428 18.356 28.040
H 4.939 18.710 28.670
H 3.879 19.966 29.419
H 6.205 20.128 30.297
H 4.923 19.739 31.504
H 6.792 18.330 31.938
H 6.627 17.565 30.417
H 4.822 15.205 32.480
H 6.453 15.874 32.810
H 5.955 15.342 31.168
H 3.798 16.898 33.500
H 3.644 18.535 32.896
H 5.139 17.972 33.704
H 3.217 15.149 30.694
C 6.720 14.875 23.834
C 7.802 14.787 24.904
C 8.497 13.442 24.695
C 8.873 15.955 24.783
C 8.323 17.284 25.306
C 7.802 17.151 26.742
C 6.726 16.061 26.807
C 6.328 15.752 28.251
C 5.457 16.519 26.037
N 7.227 14.803 26.255
O 6.158 13.785 26.326
H 5.815 14.465 24.264
H 6.484 15.911 23.536
H 6.995 14.347 22.931
H 9.128 13.372 23.769
H 9.199 13.247 25.533
H 7.795 12.600 24.648
H 9.742 15.589 25.334
H 9.269 16.043 23.745
H 9.000 18.141 25.069
H 7.570 17.525 24.588
H 7.397 18.148 26.928
H 8.634 16.889 27.401
H 7.207 15.412 28.795
H 5.503 15.063 28.255
H 6.056 16.675 28.674
H 4.808 15.683 25.832
H 5.720 16.988 25.081
H 4.869 17.241 26.561
H 6.558 13.095 26.909
C 6.890 5.736 30.674
C 6.349 4.776 29.541
C 7.121 3.446 29.576
C 4.815 4.588 29.876
C 3.965 4.179 28.669
C 4.313 5.020 27.509
C 5.708 5.056 27.040
C 6.147 3.745 26.331
C 5.957 6.252 26.039
N 6.406 5.488 28.279
O 7.828 5.487 27.959
H 6.627 5.181 31.575
H 7.969 5.982 30.625
H 6.259 6.605 30.557
H 8.175 3.668 29.257
H 7.258 3.080 30.578
H 6.742 2.657 28.941
H 4.818 3.814 30.651
H 4.425 5.418 30.413
H 4.085 3.082 28.555
H 2.919 4.226 28.883
H 3.927 6.011 27.707
H 3.782 4.627 26.624
H 5.554 3.639 25.434
H 5.906 2.927 26.976
H 7.241 3.743 26.155
H 5.720 7.253 26.435
H 5.282 6.043 25.217
H 7.008 6.343 25.626
H 8.098 6.373 28.098
C 12.055 7.374 28.114
C 11.854 6.278 26.968
C 10.683 6.829 26.088
C 13.209 6.146 26.252
C 13.387 4.863 25.424
C 13.027 3.675 26.251
C 11.636 3.723 26.997
C 10.551 3.453 25.951
C 11.617 2.642 28.101
N 11.571 4.984 27.679
O 10.387 5.113 28.398
H 12.433 8.258 27.549
H 11.131 7.723 28.557
H 12.841 7.115 28.818
H 11.000 7.796 25.810
H 10.592 6.264 25.174
H 9.674 6.784 26.546
H 13.442 7.061 25.693
H 13.986 6.249 27.002
H 12.683 4.892 24.645
H 14.424 4.748 25.187
H 13.825 3.534 27.002
H 13.090 2.744 25.666
H 9.543 3.270 26.381
H 10.881 2.469 25.539
H 10.377 4.170 25.152
H 12.232 2.934 28.956
H 12.075 1.758 27.633
H 10.603 2.404 28.447
H 9.651 4.943 27.792
C 12.016 11.266 35.035
C 11.809 10.804 36.501
C 13.122 10.888 37.299
C 10.779 11.823 37.167
C 9.387 11.624 36.674
C 8.955 10.207 36.813
C 9.855 9.196 36.182
C 9.570 7.766 36.768
C 9.665 9.132 34.661
N 11.232 9.451 36.620
O 12.098 8.583 35.820
H 12.547 10.465 34.492
H 11.051 11.485 34.581
H 12.641 12.175 35.045
H 13.245 11.906 37.581
H 13.167 10.330 38.248
H 13.986 10.738 36.665
H 10.857 11.801 38.321
H 11.170 12.821 36.886
H 8.695 12.261 37.239
H 9.158 11.972 35.686
H 7.955 10.007 36.376
H 8.772 10.056 37.859
H 10.275 7.110 36.263
H 8.547 7.485 36.576
H 9.724 7.733 37.822
H 9.871 10.082 34.139
H 8.620 8.909 34.457
H 10.167 8.280 34.199
H 12.632 8.211 36.529
C 12.118 11.382 23.597
C 11.351 10.290 22.881
C 10.028 9.772 23.647
C 10.835 10.810 21.515
C 10.579 9.737 20.503
C 11.774 8.787 20.394
C 12.104 8.058 21.667
C 11.044 7.030 22.200
C 13.422 7.279 21.407
N 12.361 9.171 22.606
O 12.691 8.689 23.891
H 12.377 11.157 24.601
H 13.028 11.647 23.047
H 11.468 12.303 23.631
H 10.321 9.236 24.535
H 9.417 10.651 23.962
H 9.419 9.201 22.952
H 9.873 11.336 21.624
H 11.503 11.532 21.011
H 9.744 9.120 20.867
H 10.241 10.144 19.558
H 12.670 9.362 20.070
H 11.526 8.009 19.659
H 10.066 7.490 22.170
H 11.332 6.849 23.206
H 11.064 6.078 21.632
H 14.234 7.973 21.113
H 13.217 6.630 20.576
H 13.734 6.658 22.264
H 13.655 8.759 23.977
C 3.061 12.900 27.572
C 2.166 12.365 28.731
C 2.287 13.134 30.065
C 0.700 12.272 28.423
C 0.387 11.313 27.268
C 0.901 9.914 27.607
C 2.447 9.871 27.997
C 2.856 8.601 28.706
C 3.408 10.014 26.769
N 2.612 10.943 29.038
O 3.981 11.061 29.462
H 2.741 12.550 26.577
H 3.076 13.984 27.618
H 4.055 12.494 27.752
H 1.758 14.078 29.994
H 1.828 12.609 30.887
H 3.331 13.418 30.255
H 0.122 11.880 29.248
H 0.340 13.277 28.189
H -0.667 11.453 26.967
H 0.929 11.670 26.381
H 0.705 9.246 26.781
H 0.309 9.529 28.446
H 2.685 7.708 28.096
H 2.254 8.508 29.606
H 3.946 8.564 28.941
H 3.523 9.013 26.353
H 4.390 10.375 27.065
H 3.017 10.715 26.012
H 4.042 10.523 30.282
C 8.535 9.818 27.523
C 7.808 9.732 28.846
C 6.600 8.852 28.585
C 8.693 9.168 29.975
C 9.787 10.148 30.353
C 9.085 11.465 30.835
C 8.193 12.156 29.794
C 7.241 13.176 30.482
C 9.076 12.802 28.726
N 7.265 11.058 29.297
O 6.413 11.610 28.300
H 9.409 10.476 27.552
H 8.807 8.804 27.242
H 7.864 10.366 26.845
H 5.985 9.188 27.735
H 6.961 7.855 28.307
H 5.961 8.656 29.454
H 8.055 9.046 30.842
H 9.200 8.246 29.688
H 10.342 9.781 31.219
H 10.476 10.347 29.521
H 9.858 12.152 31.186
H 8.567 11.180 31.721
H 6.519 13.570 29.756
H 7.767 14.031 30.895
H 6.765 12.699 31.320
H 9.799 12.163 28.235
H 9.605 13.635 29.208
H 8.470 13.215 27.892
H 5.532 11.568 28.694
C 5.635 9.920 32.305
O 4.210 9.900 32.047
C 3.504 10.854 32.808
C 3.579 10.686 34.343
N 4.609 11.420 35.045
C 4.671 11.219 36.450
C 5.689 12.161 37.026
O 5.177 13.486 36.820
C 6.098 14.481 37.130
H 6.102 10.880 32.136
H 6.148 9.159 31.723
H 5.790 9.645 33.343
H 2.505 10.789 32.391
H 3.933 11.879 32.696
H 3.688 9.610 34.577
H 2.617 11.069 34.752
H 4.511 12.429 34.943
H 5.005 10.181 36.641
H 3.698 11.402 37.028
H 6.614 12.012 36.435
H 5.974 11.999 38.075
H 6.505 14.518 38.129
H 5.671 15.403 36.739
H 7.011 14.308 36.441
```

## Properties
E in a.u.: -4801.183711
Energy above the lowest of the compared OMol25 structures with the same formula, charge and spin in eV: 0.0000
Maximum force in Eh/bohr: 0.0670
Kohn-Sham gap in eV: 8.5
Lowest unoccupied orbital energy in eV: 0.5549
Net charge: 0
E_HOMO in eV: -7.99
2S+1: 1

Löwdin atomic charge list, values in e, 8 entries: C 0.01; C -0.50; C -0.06; C -0.14; C -0.18; C -0.14; C -0.49; C -0.03